Molecular formula: C46H34BrCaClN4O3P2
Method: DFT, ωB97M-V/def2-TZVPD

Geometry (Å):
Ca1 -0.372 -0.477 -0.058
Cl1 4.331 -0.439 5.495
C1 3.514 -0.277 3.957
C2 4.232 -0.465 2.770
C3 3.608 -0.354 1.555
C4 2.225 -0.053 1.446
O1 1.662 -0.007 0.287
C5 1.519 0.181 2.669
C6 0.122 0.586 2.776
N1 -0.652 0.908 1.804
C7 -1.992 1.330 2.031
C8 -2.471 1.795 3.221
C9 -3.833 2.138 3.392
C10 -4.708 2.024 2.358
C11 -4.241 1.598 1.086
C12 -5.105 1.486 -0.027
C13 -4.609 1.095 -1.230
C14 -3.227 0.833 -1.330
N2 -2.384 0.931 -0.333
C15 -2.886 1.275 0.903
C16 2.187 0.039 3.901
H1 5.288 -0.700 2.827
H2 4.157 -0.496 0.632
H3 -0.252 0.608 3.803
H4 -1.797 1.910 4.060
H5 -4.172 2.489 4.358
H6 -5.756 2.267 2.480
H7 -6.157 1.713 0.101
H8 -5.242 0.982 -2.099
H9 -2.815 0.523 -2.286
H10 1.637 0.198 4.822
N3 0.958 -1.326 -3.144
P1 0.966 -2.557 -1.912
C17 2.509 -3.394 -2.375
C18 2.679 -4.029 -3.606
C19 3.900 -4.597 -3.932
C20 4.957 -4.544 -3.028
C21 4.793 -3.923 -1.799
C22 3.570 -3.348 -1.474
C23 -0.301 -3.737 -2.492
C24 -0.421 -4.927 -1.775
C25 -1.455 -5.810 -2.044
C26 -2.384 -5.509 -3.034
C27 -2.264 -4.330 -3.755
C28 -1.227 -3.444 -3.482
P2 0.729 0.332 -2.755
C29 -0.425 0.915 -4.047
C30 -0.637 0.236 -5.246
C31 -1.517 0.740 -6.193
C32 -2.186 1.935 -5.955
C33 -1.985 2.618 -4.765
C34 -1.113 2.103 -3.812
C35 2.323 1.033 -3.299
C36 2.433 2.286 -3.894
C37 3.680 2.788 -4.242
C38 4.828 2.047 -3.994
C39 4.729 0.804 -3.387
C40 3.483 0.303 -3.034
H11 1.619 -1.501 -3.895
H12 1.849 -4.095 -4.302
H13 4.028 -5.090 -4.887
H14 5.908 -4.996 -3.282
H15 5.612 -3.886 -1.092
H16 3.437 -2.857 -0.515
H17 0.290 -5.167 -0.990
H18 -1.541 -6.728 -1.476
H19 -3.201 -6.190 -3.235
H20 -2.988 -4.090 -4.524
H21 -1.154 -2.510 -4.027
H22 -0.121 -0.698 -5.435
H23 -1.676 0.202 -7.119
H24 -2.870 2.329 -6.697
H25 -2.513 3.543 -4.571
H26 -0.981 2.626 -2.870
H27 1.547 2.874 -4.105
H28 3.751 3.762 -4.711
H29 5.798 2.441 -4.272
H30 5.617 0.221 -3.180
H31 3.422 -0.658 -2.537
Br1 -4.096 -6.444 3.238
C41 -4.213 -4.879 2.186
C42 -5.456 -4.431 1.767
N4 -5.614 -3.336 1.023
C43 -4.510 -2.681 0.663
C44 -3.232 -3.060 1.044
C45 -3.074 -4.183 1.837
C46 -2.046 -2.283 0.574
O2 -1.099 -2.070 1.390
O3 -2.047 -1.872 -0.625
H32 -6.349 -4.979 2.045
H33 -4.638 -1.802 0.041
H34 -2.091 -4.492 2.168

E_HOMO: -7.4 eV
E_tot: -179944.156 eV
Relative energy (zero: lowest compared OMol25 entry of this formula, charge and spin): 16.2 kcal per mole